(1)
{"formula": "CH5NO2S", "method": "the ωB97M-V functional and the def2-TZVPD basis", "spin_multiplicity": 1, "max_force_ev_per_a": 4.8, "molar_mass_g_mol": 95.12, "total_energy_ev": -17533.9090, "homo_ev": -9.069, "lumo_energy_ev": 0.42, "symbols": ["S", "O", "O", "N", "C", "H", "H", "H", "H", "H"], "xyz": [[1.08122, -0.43380, 0.11137], [1.27555, -0.70940, 1.52933], [-1.13821, 0.90418, 0.59879], [-0.10816, -1.39072, -0.53285], [0.07002, 1.13326, 0.23189], [-0.47881, -0.78568, -1.22718], [0.58146, 2.00484, 0.80337], [-0.09413, -2.34693, -0.45153], [-1.33304, -0.02535, 0.43223], [0.14409, 1.64961, -1.49542]], "forces_ev_per_a": [[2.35, 1.69, 0.36], [-0.06, -0.95, 0.78], [-2.34, 0.27, 1.12], [-0.65, 3.60, 1.23], [2.69, 1.82, -3.54], [-0.89, -0.81, -1.56], [-0.61, -1.74, -1.24], [0.00, -2.33, -0.30], [-0.45, -0.59, 0.01], [-0.05, -0.96, 3.15]]}

(2)
{"formula": "CH5NO2S", "method": "the ωB97M-V functional and the def2-TZVPD basis", "spin_multiplicity": 1, "max_force_ev_per_a": 2.7, "molar_mass_g_mol": 95.12, "total_energy_ev": -17534.7348, "homo_ev": [-8.218, -8.862], "lumo_energy_ev": [-1.10, 0.00], "symbols": ["S", "O", "O", "N", "C", "H", "H", "H", "H", "H"], "xyz": [[-0.69727, -0.44199, -0.91290], [-0.98676, -1.16727, 0.35447], [-1.41091, 1.02305, -0.98377], [1.73853, -1.36660, 2.05612], [-1.31969, 2.04921, -1.80481], [1.73478, -2.20576, 2.56656], [-2.10664, 2.84380, -1.55902], [2.70493, -1.38246, 1.57217], [0.93608, -1.38020, 1.39148], [-0.59305, 2.02822, -2.68029]], "forces_ev_per_a": [[0.48, -1.03, 0.30], [-0.09, 1.28, -1.20], [-0.50, -0.34, 1.09], [1.58, 1.13, -1.93], [-0.27, 1.19, -0.85], [-0.30, -1.27, 0.84], [1.57, -1.21, -0.73], [-2.45, 0.21, 0.61], [1.19, -0.07, 0.54], [-1.20, 0.11, 1.33]]}

(3)
{"formula": "CH5NO2S", "method": "the ωB97M-V functional and the def2-TZVPD basis", "spin_multiplicity": 1, "max_force_ev_per_a": 5.7, "molar_mass_g_mol": 95.12, "total_energy_ev": -17535.8120, "homo_ev": -9.476, "lumo_energy_ev": 0.92, "symbols": ["S", "O", "O", "N", "C", "H", "H", "H", "H", "H"], "xyz": [[1.50341, 0.03168, -0.50987], [0.31578, -1.00558, -0.25067], [1.05919, 1.25384, 0.54732], [2.69932, -0.71619, 0.07394], [-1.06272, -0.28699, -0.64716], [-0.57604, 0.33364, -1.48178], [-1.68062, -1.10666, -0.82480], [1.52370, 0.85856, 1.32663], [3.60297, -0.49019, -0.30852], [-1.30116, 0.40412, 0.12094]], "forces_ev_per_a": [[0.75, 0.25, -1.10], [-2.02, 0.87, 0.36], [0.84, -1.49, 0.51], [-0.88, 0.01, 0.74], [5.54, 0.89, -0.85], [-2.07, -0.93, 0.38], [-1.12, -0.85, -0.61], [-0.49, 0.83, 0.09], [-0.07, 0.26, -0.41], [-0.49, 0.16, 0.89]]}

(4)
{"formula": "CH5NO2Si", "method": "the ωB97M-V functional and the def2-TZVPD basis", "spin_multiplicity": 1, "max_force_ev_per_a": 1.9, "molar_mass_g_mol": 91.14, "total_energy_ev": -14575.2055, "homo_ev": [-9.434, -7.910], "lumo_energy_ev": [-1.11, -1.64], "symbols": ["Si", "O", "O", "N", "C", "H", "H", "H", "H", "H"], "xyz": [[-0.16281, 0.09817, -1.17664], [-1.43354, 1.29039, 2.12757], [-2.39732, -0.60309, 1.72023], [-1.69972, 0.32569, 1.45520], [1.37553, -0.36011, -0.25478], [2.10235, 0.41659, -0.23441], [-0.43116, 1.54845, -1.72265], [1.03685, -0.44397, 0.78346], [-0.44422, -1.06887, -2.07130], [2.05404, -1.20324, -0.62668]], "forces_ev_per_a": [[-0.58, 0.44, 0.16], [-0.07, -0.25, -0.17], [-0.33, -0.29, 0.24], [0.88, 0.36, -1.17], [1.02, -0.64, -0.09], [0.39, 1.23, 0.07], [0.40, -1.46, 0.44], [0.41, -0.56, -0.07], [-0.44, 0.58, 0.04], [-1.69, 0.59, 0.55]]}

(5)
{"formula": "CH5NO2Si", "method": "the ωB97M-V functional and the def2-TZVPD basis", "spin_multiplicity": 1, "max_force_ev_per_a": 4.4, "molar_mass_g_mol": 91.14, "total_energy_ev": -14576.2316, "homo_ev": -10.916, "lumo_energy_ev": 0.10, "symbols": ["Si", "O", "O", "N", "C", "H", "H", "H", "H", "H"], "xyz": [[0.01619, 1.34606, -0.23094], [-0.49028, -2.43614, 0.02265], [-0.46623, -0.96640, -1.51107], [-0.26194, -1.33721, -0.39200], [0.34774, -0.38693, 0.50921], [-1.36239, 1.42977, -0.20934], [-0.16020, -0.53371, 1.49027], [0.48356, 1.48583, -1.62249], [0.46688, 2.34269, 0.95351], [1.42667, -0.94394, 0.99019]], "forces_ev_per_a": [[2.39, 0.52, 1.72], [-0.45, -1.38, 0.34], [-0.53, 0.64, -1.77], [0.67, -0.83, 0.80], [2.84, -0.94, 3.25], [-2.15, 0.10, -0.07], [-0.26, 0.47, -0.74], [0.38, 0.33, 0.35], [-0.16, -0.93, -1.63], [-2.73, 2.01, -2.23]]}

(6)
{"formula": "CH5NO3P", "method": "the ωB97M-V functional and the def2-TZVPD basis", "spin_multiplicity": 1, "max_force_ev_per_a": 1.5, "molar_mass_g_mol": 110.03, "total_charge": -1, "total_energy_ev": -18038.5731, "homo_ev": [-2.695, -2.955], "lumo_energy_ev": [4.00, 3.89], "symbols": ["P", "O", "O", "O", "N", "C", "H", "H", "H", "H", "H"], "xyz": [[-0.22669, -0.03190, -0.25647], [1.72569, -2.29120, 1.11003], [2.02607, 1.16249, -0.74478], [-0.88343, -1.29324, -0.69410], [1.27886, 0.13531, -0.77841], [-1.53822, 1.35105, -0.03570], [-1.91564, 1.63074, -1.02033], [-1.06593, 2.20573, 0.44079], [0.82678, -2.29762, 0.75507], [2.12600, -1.54507, 0.64551], [-2.35348, 0.97370, 0.57840]], "forces_ev_per_a": [[-0.89, 0.61, 1.09], [0.11, -0.28, 0.20], [0.27, 0.55, -0.06], [-0.86, -0.94, -0.25], [0.43, 0.39, -0.19], [1.01, -0.44, -0.57], [-0.08, 0.05, 0.02], [0.01, 0.10, 0.00], [0.03, 0.05, -0.13], [-0.18, 0.07, -0.12], [0.13, -0.16, 0.00]]}

(7)
{"formula": "CH5NO4S", "method": "the ωB97M-V functional and the def2-TZVPD basis", "spin_multiplicity": 1, "max_force_ev_per_a": 5.0, "molar_mass_g_mol": 127.12, "total_energy_ev": -21631.3947, "homo_ev": -10.091, "lumo_energy_ev": 0.58, "symbols": ["S", "O", "O", "O", "O", "N", "C", "H", "H", "H", "H", "H"], "xyz": [[0.14727, 0.83096, 0.56282], [1.11248, -0.01758, -1.68795], [-0.40287, 2.37448, 0.04987], [-1.38860, 0.29826, 1.00168], [0.75789, 1.17897, 1.78682], [-0.09954, -1.65595, -0.60134], [0.94694, -0.88762, -0.84187], [-1.40953, 0.80845, 1.80810], [-1.08931, -1.39767, -0.75025], [0.09137, -2.48542, -0.16478], [-0.55434, 2.32797, -0.89000], [1.88824, -1.37485, -0.27309]], "forces_ev_per_a": [[-3.36, 3.01, 0.15], [-0.40, -0.68, 0.33], [0.88, -1.52, 0.78], [1.35, -0.06, -0.74], [1.23, 0.20, 2.01], [-2.63, 1.47, -0.95], [4.22, -1.50, -2.21], [-0.95, 0.32, 1.07], [1.13, -0.23, -0.21], [0.19, -2.18, 1.52], [-0.13, 0.00, -0.87], [-1.54, 1.16, -0.87]]}

(8)
{"formula": "CH5NOP2", "method": "the ωB97M-V functional and the def2-TZVPD basis", "spin_multiplicity": 1, "max_force_ev_per_a": 1.0, "molar_mass_g_mol": 109.00, "total_energy_ev": -23231.1746, "homo_ev": -9.269, "lumo_energy_ev": 0.21, "symbols": ["P", "P", "O", "N", "C", "H", "H", "H", "H", "H"], "xyz": [[0.69119, 1.05313, 1.97005], [-0.95321, -0.46008, -0.63017], [0.58408, -0.03305, -0.55312], [-1.12751, -1.01453, -2.06324], [1.27694, 0.47818, 0.50141], [-2.04719, -1.30454, -2.33875], [1.93939, 1.36926, 2.50193], [-1.08108, -1.26917, 0.51128], [-1.61805, 0.68531, -0.16651], [2.33545, 0.49550, 0.26710]], "forces_ev_per_a": [[-0.87, -0.32, -0.39], [-0.18, -0.31, -0.51], [0.88, 0.32, 0.28], [0.02, 0.29, 0.77], [0.13, 0.12, 0.20], [-0.29, -0.12, -0.21], [0.51, 0.05, -0.05], [-0.01, -0.19, 0.10], [-0.15, 0.22, -0.09], [-0.04, -0.06, -0.10]]}

Please write out number 1 again, unchanged.
{"formula": "CH5NO2S", "method": "the ωB97M-V functional and the def2-TZVPD basis", "spin_multiplicity": 1, "max_force_ev_per_a": 4.8, "molar_mass_g_mol": 95.12, "total_energy_ev": -17533.9090, "homo_ev": -9.069, "lumo_energy_ev": 0.42, "symbols": ["S", "O", "O", "N", "C", "H", "H", "H", "H", "H"], "xyz": [[1.08122, -0.43380, 0.11137], [1.27555, -0.70940, 1.52933], [-1.13821, 0.90418, 0.59879], [-0.10816, -1.39072, -0.53285], [0.07002, 1.13326, 0.23189], [-0.47881, -0.78568, -1.22718], [0.58146, 2.00484, 0.80337], [-0.09413, -2.34693, -0.45153], [-1.33304, -0.02535, 0.43223], [0.14409, 1.64961, -1.49542]], "forces_ev_per_a": [[2.35, 1.69, 0.36], [-0.06, -0.95, 0.78], [-2.34, 0.27, 1.12], [-0.65, 3.60, 1.23], [2.69, 1.82, -3.54], [-0.89, -0.81, -1.56], [-0.61, -1.74, -1.24], [0.00, -2.33, -0.30], [-0.45, -0.59, 0.01], [-0.05, -0.96, 3.15]]}